1.
Computed, not measured: a molecular structure, C17H24N5O2RbS, with ωB97M-V/def2-TZVPD.

Computed properties:
Energy relative to the best compared isomer or geometry (same formula, charge and spin): 0.0 kJ/mol
E: -41051.781 eV
LUMO: 0.06 eV

The geometry in ORCA input format:
```
! RIJCOSX wB97M-V def2-TZVPD def2/J DEFGRID3
* xyz 0 1
Rb 0.040 0.065 -0.879
C -3.054 2.769 -1.140
C -2.035 3.329 -0.141
N -0.651 3.117 -0.545
C -0.088 4.041 -1.516
C -0.587 3.891 -2.956
S -0.543 2.205 -3.652
C -2.310 1.830 -3.910
C -3.004 0.972 -2.848
N -2.725 1.390 -1.480
H -3.056 3.366 -2.048
H -4.056 2.877 -0.710
H -2.170 2.781 0.795
H -2.263 4.388 0.055
H -0.066 3.122 0.280
H 0.991 3.871 -1.521
H -0.244 5.095 -1.235
H 0.058 4.501 -3.589
H -1.597 4.275 -3.083
H -2.358 1.297 -4.860
H -2.822 2.779 -4.066
H -2.656 -0.059 -2.948
H -4.078 0.971 -3.090
H -3.191 0.758 -0.840
O 0.173 -2.494 -1.801
N 0.923 -3.405 -1.385
N 1.677 -3.047 -0.394
O 1.649 -1.840 0.110
C 2.542 -4.029 0.168
C 2.578 -5.337 -0.314
C 3.421 -6.258 0.280
C 4.233 -5.894 1.350
C 4.191 -4.590 1.819
C 3.348 -3.655 1.233
H 1.942 -5.612 -1.142
H 3.446 -7.274 -0.093
H 4.889 -6.621 1.810
H 4.821 -4.294 2.649
H 3.296 -2.632 1.574
C 0.313 0.113 4.750
C 0.451 -0.861 3.779
C -0.008 -0.597 2.496
N -0.587 0.557 2.147
C -0.705 1.489 3.097
C -0.276 1.320 4.401
H 0.663 -0.058 5.761
H 0.918 -1.812 3.997
H 0.143 -1.335 1.714
H -1.175 2.421 2.797
H -0.401 2.115 5.124
*
```

Results of the Löwdin charge analysis, in e, for atoms 1 through 6: atom 1 (Rb): 0.904, atom 2 (C): -0.206, atom 3 (C): -0.205, atom 4 (N): -0.123, atom 5 (C): -0.281, atom 6 (C): -0.458

2.
Computed, not measured: 2 unconnected molecules or ions with the total composition C4H11NO in a non-equilibrium geometry, with ωB97M-V/def2-TZVPD.

Computed properties:
Energy relative to the best compared isomer or geometry (same formula, charge and spin): 162.7 kJ/mol
SMILES: CC=O.CNC
E: -7862.868 eV
LUMO: 0.90 eV

The geometry in ORCA input format:
```
! RIJCOSX wB97M-V def2-TZVPD def2/J DEFGRID3
* xyz 0 1
C -0.430 -1.575 -1.734
N 1.005 -1.772 -1.676
C 1.568 -2.324 -2.909
H -0.701 -1.052 -2.646
H -1.047 -2.479 -1.636
H -0.717 -0.881 -0.947
H 1.238 -2.400 -0.917
H 1.178 -3.337 -3.137
H 2.623 -2.500 -2.745
H 1.413 -1.633 -3.727
O 0.276 4.123 3.833
C -0.735 3.478 3.736
C -0.957 2.376 2.737
H -1.607 3.655 4.409
H -1.785 1.734 3.060
H -0.044 1.831 2.531
H -1.279 2.755 1.767
*
```

Results of the Löwdin charge analysis, in e, for atoms 1 through 6: atom 1 (C): -0.166, atom 2 (N): -0.195, atom 3 (C): -0.154, atom 4 (H): 0.071, atom 5 (H): 0.074, atom 6 (H): 0.064

3.
Computed, not measured: a molecular structure, C29H44CdN6O9S2Si, with ωB97M-V/def2-TZVPD.

Computed properties:
Energy relative to the best compared isomer or geometry (same formula, charge and spin): 36.8 kJ/mol
E: -92279.135 eV
LUMO: 4.29 eV

The geometry in ORCA input format:
```
! RIJCOSX wB97M-V def2-TZVPD def2/J DEFGRID3
* xyz -2 1
Cd -1.268 0.128 -0.616
O 0.818 0.853 -4.369
C 0.025 0.445 -3.537
N -0.732 1.138 -2.662
C -1.046 2.424 -2.916
O -0.686 3.137 -3.839
C -2.062 2.988 -1.939
C -2.491 4.297 -2.128
C -3.478 4.792 -1.290
C -4.007 3.967 -0.315
C -3.497 2.684 -0.178
N -2.540 2.216 -0.965
C -0.158 -1.071 -3.426
C 0.428 -1.881 -4.403
C 0.233 -3.243 -4.329
C -0.537 -3.764 -3.294
C -1.085 -2.887 -2.373
N -0.895 -1.572 -2.444
H -2.039 4.880 -2.916
H -3.827 5.813 -1.399
H -4.786 4.306 0.355
H -3.854 2.000 0.583
H 1.018 -1.413 -5.176
H 0.680 -3.898 -5.069
H -0.712 -4.826 -3.192
H -1.708 -3.232 -1.556
C -5.278 -0.676 -1.999
S -4.600 -1.165 -0.407
O -5.111 -2.493 -0.142
O -5.026 -0.144 0.527
O -3.142 -1.171 -0.673
H -6.361 -0.644 -1.915
H -4.975 -1.401 -2.748
H -4.883 0.307 -2.246
S -2.119 1.671 4.222
C -1.865 1.175 2.668
N -1.672 0.842 1.568
C 4.229 -3.420 -0.517
C 3.863 -1.995 -0.919
C 2.862 -2.004 -2.061
C 5.121 -1.225 -1.329
O 3.344 -1.322 0.216
Si 1.779 -1.274 0.786
O 0.745 -0.533 -0.130
O 1.435 -2.874 1.074
C 0.411 -3.410 1.899
C -0.856 -2.566 1.859
C 0.130 -4.810 1.363
C 0.948 -3.494 3.333
O 1.979 -0.610 2.317
C 2.495 0.677 2.628
C 1.821 1.105 3.933
C 4.006 0.563 2.832
C 2.194 1.679 1.523
H 4.671 -3.961 -1.357
H 3.334 -3.941 -0.181
H 4.947 -3.399 0.305
H 3.282 -2.476 -2.950
H 2.572 -0.982 -2.309
H 1.964 -2.550 -1.775
H 5.611 -1.706 -2.180
H 5.825 -1.184 -0.496
H 4.859 -0.204 -1.606
H -1.261 -2.505 0.846
H -0.657 -1.552 2.203
H -1.625 -2.998 2.502
H -0.216 -4.748 0.330
H -0.635 -5.308 1.961
H 1.043 -5.411 1.383
H 1.178 -2.494 3.694
H 1.864 -4.088 3.352
H 0.215 -3.953 4.003
H 2.025 0.375 4.721
H 0.738 1.159 3.810
H 2.189 2.080 4.260
H 4.211 -0.165 3.620
H 4.441 1.521 3.120
H 4.470 0.221 1.906
H 1.121 1.716 1.354
H 2.669 1.367 0.591
H 2.565 2.673 1.787
C -2.287 4.902 2.046
N -1.473 5.044 0.848
C -0.418 4.040 0.699
C -1.288 6.256 0.350
N -1.250 7.300 -0.148
H -2.659 3.880 2.110
H -3.121 5.598 2.010
H -1.698 5.094 2.949
H -0.869 3.058 0.773
H 0.347 4.137 1.480
H 0.051 4.132 -0.280
*
```

Results of the Löwdin charge analysis, in e, for atoms 1 through 6: atom 1 (Cd): 1.366, atom 2 (O): 0.055, atom 3 (C): -0.466, atom 4 (N): 0.055, atom 5 (C): -0.475, atom 6 (O): 0.047

4.
Computed, not measured: a molecular structure, C8H8O3 in a non-equilibrium geometry, with ωB97M-V/def2-TZVPD.

Computed properties:
Energy relative to the best compared isomer or geometry (same formula, charge and spin): 573.1 kJ/mol
E: -14562.808 eV
LUMO: 0.51 eV

The geometry in ORCA input format:
```
! RIJCOSX wB97M-V def2-TZVPD def2/J DEFGRID3
* xyz 0 1
C -0.247 -2.892 -0.144
C -0.647 -1.449 0.171
C 0.115 0.735 -0.065
C -1.009 1.340 0.288
C -1.152 2.736 0.351
C 0.001 3.547 0.190
C 1.187 2.946 -0.125
C 1.280 1.637 -0.190
H 1.392 -1.792 -0.044
H -0.941 -1.606 1.015
H -1.697 -1.490 -0.454
H -1.922 0.934 0.594
H -1.949 2.973 0.613
H 0.039 4.701 0.353
H 1.876 3.720 -0.403
H 2.127 1.117 -0.646
O 1.142 -3.046 -0.243
O -1.033 -3.878 -0.096
O 0.380 -0.596 -0.145
*
```

Results of the Löwdin charge analysis, in e, for atoms 1 through 6: atom 1 (C): -0.441, atom 2 (C): -0.132, atom 3 (C): -0.218, atom 4 (C): -0.019, atom 5 (C): -0.005, atom 6 (C): -0.058

5.
Computed, not measured: a molecular structure, C3H3LiO2Rh in a non-equilibrium geometry, with ωB97M-V/def2-TZVPD.

Computed properties:
Energy relative to the best compared isomer or geometry (same formula, charge and spin): 0.0 kJ/mol
E: -10456.806 eV
LUMO (spin up / spin down): -3.91 / -6.43 eV

The geometry in ORCA input format:
```
! RIJCOSX wB97M-V def2-TZVPD def2/J DEFGRID3
* xyz 1 5
C -0.044 -1.267 -0.072
C -1.155 -1.850 -0.558
H -1.099 -2.856 -0.974
H 0.910 -1.812 -0.150
H -2.126 -1.350 -0.525
O 0.017 -0.076 0.527
C 1.748 3.361 -0.227
O 1.602 4.430 -0.547
Li 1.423 1.094 0.512
Rh -1.276 0.326 2.014
*
```

Results of the Löwdin charge analysis, in e, for atoms 1 through 6: atom 1 (C): -0.387, atom 2 (C): 0.042, atom 3 (H): 0.076, atom 4 (H): 0.117, atom 5 (H): 0.061, atom 6 (O): -0.585

6.
Computed, not measured: a gas-phase ion, NO5P (charge -2) in a non-equilibrium geometry, with ωB97M-V/def2-TZVPD.

Computed properties:
Energy relative to the best compared isomer or geometry (same formula, charge and spin): 184.3 kJ/mol
SMILES: O=[N+]([O-])P(=O)([O-])[O-]
E: -21014.838 eV
LUMO: 7.27 eV

The geometry in ORCA input format:
```
! RIJCOSX wB97M-V def2-TZVPD def2/J DEFGRID3
* xyz -2 1
N -0.976 0.024 0.147
O -1.612 1.025 -0.263
O 1.159 -0.964 1.116
O 1.307 1.484 0.111
O -1.599 -1.072 0.303
O 0.946 -0.554 -1.504
P 0.775 0.056 0.091
*
```

Results of the Löwdin charge analysis, in e, for atoms 1 through 6: atom 1 (N): -0.431, atom 2 (O): -0.092, atom 3 (O): -0.451, atom 4 (O): -0.472, atom 5 (O): -0.098, atom 6 (O): -0.606

7.
Computed, not measured: a molecular structure, C3H6GdO3 in a non-equilibrium geometry, with ωB97M-V/def2-TZVPD.

Computed properties:
Energy relative to the best compared isomer or geometry (same formula, charge and spin): 0.0 kJ/mol
E: -30166.867 eV
LUMO (spin up / spin down): -10.07 / -10.22 eV

The geometry in ORCA input format:
```
! RIJCOSX wB97M-V def2-TZVPD def2/J DEFGRID3
* xyz 2 9
H 0.528 1.053 -0.365
O 1.479 -1.786 -0.149
C 1.669 -0.641 0.106
O 2.601 0.158 0.184
Gd 5.216 0.379 0.269
O 0.361 0.209 0.106
C -0.941 -0.390 -0.212
C -2.035 0.568 0.177
H -0.960 -1.317 0.366
H -0.938 -0.618 -1.284
H -2.000 0.799 1.249
H -2.996 0.087 -0.046
H -1.981 1.499 -0.403
*
```

Results of the Löwdin charge analysis, in e, for atoms 1 through 6: atom 1 (H): 0.193, atom 2 (O): 0.199, atom 3 (C): -0.610, atom 4 (O): -0.209, atom 5 (Gd): 1.973, atom 6 (O): 0.044

8.
Computed, not measured: 2 unconnected molecules or ions with the total composition C4H10N3 in a non-equilibrium geometry, with ωB97M-V/def2-TZVPD.

Computed properties:
Energy relative to the best compared isomer or geometry (same formula, charge and spin): 231.0 kJ/mol
E: -8768.038 eV
LUMO (spin up / spin down): -3.18 / -6.82 eV

The geometry in ORCA input format:
```
! RIJCOSX wB97M-V def2-TZVPD def2/J DEFGRID3
* xyz 1 3
C -0.453 -1.440 -0.394
C 0.319 -0.552 0.190
C -2.314 -0.223 0.222
C 1.627 -0.359 0.831
N -1.802 -1.258 -0.488
N -1.320 0.420 0.778
N 0.618 1.641 -0.910
H -0.103 -2.365 -0.930
H -3.354 -0.205 0.295
H 1.559 0.346 1.694
H 2.427 0.196 0.129
H 2.034 -1.388 1.068
H -2.446 -1.703 -1.196
H -1.339 1.230 1.348
H -0.058 2.124 -0.456
H 1.397 2.317 -0.974
H 0.142 1.773 -1.878
*
```

Results of the Löwdin charge analysis, in e, for atoms 1 through 6: atom 1 (C): -0.065, atom 2 (C): -0.095, atom 3 (C): -0.116, atom 4 (C): -0.082, atom 5 (N): 0.090, atom 6 (N): 0.137